Entry from OMol25: C26H34N4O2 in the gas phase (wB97M-V/def2-TZVPD).

strongest force on any atom: 0.8 eV/A
ΔE to the lowest compared entry with this formula, charge and spin: 63.8 kcal/mol
structure (SMILES): COCCN1CCC[C@H](CNCc2cn(C)nc2-c2ccc(Oc3ccccc3)cc2)C1

ORCA input file:
```
! RIJCOSX wB97M-V def2-TZVPD def2/J DEFGRID3
* xyz 0 1
C 1.01446 -0.21222 -3.93595
O 1.95514 -0.35032 -2.90391
C 1.62931 -1.38163 -1.99864
C 2.70887 -1.42503 -0.91640
N 2.74801 -2.71591 -0.25483
C 3.94542 -2.93681 0.53483
C 3.96091 -2.17296 1.86505
C 2.71472 -2.51933 2.67735
C 1.46256 -2.25234 1.84252
C 0.18050 -2.60499 2.60735
N -0.98439 -2.30815 1.79141
C -2.16202 -1.84046 2.50627
C -3.26564 -1.54127 1.54529
C -4.43377 -2.26029 1.41085
N -5.17520 -1.65581 0.46137
C -6.47113 -2.03800 -0.01759
N -4.56131 -0.58887 -0.02880
C -3.39426 -0.48749 0.60091
C -2.48888 0.61030 0.29224
C -1.12250 0.53020 0.55027
C -0.28507 1.59092 0.26496
C -0.79715 2.75109 -0.30592
O -0.04618 3.87061 -0.55438
C 1.28474 3.76823 -0.86643
C 1.81681 2.71520 -1.60165
C 3.16154 2.70853 -1.92180
C 3.98170 3.75213 -1.52853
C 3.44622 4.81309 -0.81618
C 2.10548 4.82479 -0.48181
C -2.16128 2.83569 -0.57658
C -2.99453 1.77928 -0.27833
C 1.56730 -3.03747 0.52619
H 1.34966 0.61705 -4.55613
H 0.01436 0.00780 -3.53894
H 0.95425 -1.12370 -4.54412
H 1.60090 -2.35094 -2.51970
H 0.63560 -1.18929 -1.56578
H 2.56051 -0.57391 -0.23500
H 3.66892 -1.28209 -1.41871
H 4.81486 -2.66578 -0.06802
H 3.99762 -4.01135 0.74162
H 3.98508 -1.09914 1.66916
H 4.86169 -2.43283 2.42373
H 2.68800 -1.93276 3.59905
H 2.74429 -3.57709 2.95388
H 1.41708 -1.18547 1.60407
H 0.13482 -1.98795 3.50990
H 0.21661 -3.65816 2.92802
H -1.22941 -3.10343 1.21218
H -1.88093 -0.92617 3.04122
H -2.52799 -2.57303 3.24808
H -4.77999 -3.13523 1.92512
H -6.44629 -3.04548 -0.43789
H -6.75796 -1.32997 -0.79212
H -7.20541 -2.00871 0.79026
H -0.71706 -0.38095 0.96049
H 0.76945 1.52486 0.49232
H 1.18589 1.90415 -1.92858
H 3.55461 1.87509 -2.48409
H 5.03167 3.74335 -1.78028
H 4.07727 5.63590 -0.51337
H 1.67440 5.64348 0.07364
H -2.54714 3.74419 -1.01302
H -4.05145 1.84097 -0.48474
H 0.68616 -2.85608 -0.08761
H 1.61359 -4.10891 0.75248
*
```



Entry from OMol25: a molecular structure, C22H19AlN7O2S2 (wB97M-V/def2-TZVPD).

strongest force on any atom: 0.4 eV/A
ΔE to the lowest compared entry with this formula, charge and spin: 0.0 kcal/mol

ORCA input file:
```
! RIJCOSX wB97M-V def2-TZVPD def2/J DEFGRID3
* xyz 1 1
Al 0.08368 0.22843 -1.41593
N 0.84191 -2.35803 6.52917
C 0.54916 -1.64811 5.39882
C 1.41392 -1.68405 4.29260
C 1.16311 -0.90321 3.18776
C 0.03014 -0.09614 3.15672
C -0.85888 -0.07422 4.22652
C -0.60158 -0.84792 5.33730
S -0.22475 0.98288 1.82671
O 0.96223 1.75725 1.57241
O -1.47572 1.66642 2.00661
N -0.32063 0.03837 0.48124
C -1.20355 -0.98508 0.31451
N -1.93556 -1.59190 1.24317
C -2.68237 -2.59888 0.80195
C -2.72249 -3.02180 -0.52738
C -1.94768 -2.32215 -1.42056
N -1.19618 -1.30461 -1.00305
H 1.58879 -3.02705 6.52543
H 0.16470 -2.43040 7.26538
H 2.28987 -2.32137 4.32128
H 1.84577 -0.91348 2.34523
H -1.74195 0.54712 4.17002
H -1.28489 -0.83684 6.17788
H -3.28528 -3.09657 1.55444
H -3.34141 -3.84782 -0.84205
H -1.91652 -2.54553 -2.48091
S -0.44944 0.95868 -5.68905
C 0.44515 -0.49306 -5.66719
C 0.70398 -0.92440 -4.39734
C 0.16949 -0.07577 -3.38330
C -0.47630 0.98604 -3.96652
C -1.05951 2.05129 -3.15622
C -1.83718 3.09440 -3.63962
C -2.28663 4.06357 -2.76531
C -1.95929 3.98187 -1.41633
C -1.21311 2.91280 -0.98512
N -0.77233 1.96027 -1.82976
H 0.74028 -0.95145 -6.59925
H 1.25954 -1.83523 -4.20509
H -2.07930 3.12774 -4.69351
H -2.89794 4.88030 -3.12767
H -2.28232 4.72964 -0.70708
H -0.95918 2.79208 0.05914
N 4.13040 0.85381 -0.95769
C 4.08364 -0.52200 -0.91872
C 2.77153 -0.84444 -1.00447
N 2.02859 0.32392 -1.09193
C 2.88122 1.32414 -1.06271
H 4.96431 1.41533 -0.90796
H 4.96799 -1.12790 -0.83677
H 2.30819 -1.81748 -1.00654
H 2.62437 2.37052 -1.08928
*
```



Entry from OMol25: a molecular structure, C30H31N5O4P2Ru (wB97M-V/def2-TZVPD).

strongest force on any atom: 0.5 eV/A
ΔE to the lowest compared entry with this formula, charge and spin: 0.0 kcal/mol
<S²>: 6.024

ORCA input file:
```
! RIJCOSX wB97M-V def2-TZVPD def2/J DEFGRID3
* xyz 2 5
Ru 0.30187 -0.09437 -0.05336
N -0.91618 -1.02805 2.89731
P 0.58719 -1.23650 2.07669
C 1.78904 -0.97024 3.37772
C 2.46634 0.24246 3.48172
C 3.32306 0.46099 4.54912
C 3.49875 -0.52322 5.51101
C 2.82222 -1.73335 5.41050
C 1.97004 -1.96364 4.34417
C 0.67380 -2.98139 1.63788
C -0.46979 -3.75909 1.47960
C -0.35125 -5.07196 1.04975
C 0.90153 -5.59884 0.76507
C 2.04060 -4.81762 0.90740
C 1.93256 -3.50753 1.34296
P -2.15847 -0.26465 2.10702
C -3.66336 -0.56310 2.98723
C -3.98852 -1.87981 3.33933
C -5.16506 -2.13188 4.01716
C -6.02752 -1.08287 4.32099
C -5.71658 0.22047 3.95097
C -4.53889 0.48891 3.27760
C -1.77694 1.46820 1.90468
C -2.40843 2.16921 0.87234
C -2.20282 3.53258 0.75686
C -1.36893 4.18555 1.65645
C -0.72813 3.48221 2.67117
C -0.92023 2.11914 2.79938
H -1.09059 -1.49525 3.78150
H 2.34158 1.00197 2.72451
H 3.86162 1.39583 4.62586
H 4.17155 -0.35173 6.34042
H 2.96723 -2.50125 6.15803
H 1.46585 -2.91850 4.25349
H -1.45042 -3.34534 1.67661
H -1.23674 -5.68356 0.93894
H 0.99019 -6.62439 0.43240
H 3.01505 -5.22912 0.68260
H 2.82210 -2.89874 1.45572
H -3.32804 -2.69960 3.08162
H -5.41743 -3.14409 4.30096
H -6.95086 -1.28496 4.84687
H -6.39100 1.03007 4.19325
H -4.29003 1.50511 3.00029
H -3.05019 1.64692 0.17166
H -2.69283 4.08644 -0.03217
H -1.21796 5.25327 1.56744
H -0.08630 4.00159 3.37037
H -0.43052 1.56587 3.59149
C 2.52648 3.54377 0.32191
O 1.40882 2.62049 0.21783
C 1.67164 1.33560 0.25691
O 2.75083 0.79750 0.33424
H 2.27410 4.25803 1.10009
H 2.62892 4.05244 -0.63270
H 3.43974 3.00773 0.56338
C -1.01720 -3.21799 -2.27731
C -0.53749 -2.09841 -1.41538
O -1.33538 -1.46214 -0.66029
O 0.68935 -1.75470 -1.42954
H -1.94574 -3.62581 -1.88754
H -0.25085 -3.98585 -2.35191
H -1.20034 -2.82565 -3.27938
N 0.57533 1.95756 -4.99631
C -0.66792 2.37560 -4.74411
N -1.33849 3.04004 -5.68046
N -1.30119 2.16103 -3.59250
C -0.74077 1.57887 -2.59874
N -0.30619 1.07091 -1.64822
H 1.01714 2.12198 -5.88473
H 1.08543 1.42249 -4.31455
H -0.95444 3.23309 -6.58867
H -2.27453 3.34501 -5.47496
*
```



Entry from OMol25: 5 unconnected molecules or ions with the total composition C26H52BF2INO8P (wB97M-V/def2-TZVPD).

strongest force on any atom: 9.9 eV/A
energy: -2541.8589 Eh
structure (SMILES): CCCP(I)(COCC)(B(O)CC)N(C(=O)F)C(=O)F.C1CCOC1.C1CCOC1.C1CCOC1.C1CCOC1

ORCA input file:
```
! RIJCOSX wB97M-V def2-TZVPD def2/J DEFGRID3
* xyz 0 1
C -0.87345 -1.05668 1.27290
C -1.98605 0.13687 1.14857
C -3.11115 -0.06256 -0.02546
P -2.57747 0.47714 -1.78004
I -4.19659 2.38051 -1.49575
C -3.74461 -0.05030 -3.24853
O -4.83632 -0.93535 -2.83830
C -6.16436 -0.34864 -2.95285
C -6.83431 -0.41055 -1.42147
B -1.28239 1.89977 -2.13613
O -1.08407 2.44996 -3.52578
C -0.38517 2.64602 -0.97457
C 0.92888 1.82481 -0.45867
N -1.44026 -0.81093 -2.02553
C -0.42782 -0.64249 -3.12072
O 0.87606 -0.84051 -2.77593
F -0.66739 -0.36768 -4.55491
C -1.97975 -2.19770 -2.18531
O -2.32662 -3.06781 -1.22732
F -2.04102 -2.77807 -3.58112
H -0.61416 -1.14910 2.43509
H 0.17481 -0.80144 0.76219
H -1.26688 -2.12763 0.96314
H -2.59158 0.13017 2.17894
H -1.41586 1.15756 1.13156
H -4.04019 0.60894 0.31603
H -3.51620 -1.16761 0.05564
H -4.10640 0.99760 -3.69505
H -3.17390 -0.56807 -4.12750
H -6.92037 -0.94513 -3.64095
H -6.22316 0.76853 -3.28001
H -7.99812 -0.53341 -1.43637
H -6.39657 -1.41631 -0.94972
H -6.45031 0.45245 -0.72204
H -0.20451 2.05568 -3.80009
H -1.14803 2.93434 -0.10249
H -0.01770 3.69772 -1.40159
H 0.96440 1.95254 0.72589
H 0.91868 0.67296 -0.65697
H 1.88199 2.36115 -0.87866
C -0.50950 -3.06062 6.12183
C -0.32394 -1.94224 7.11457
C 0.20533 -0.82672 6.23986
O -0.35874 -1.01775 4.93507
C -0.96784 -2.31542 4.88738
H -1.22065 -3.82395 6.44752
H 0.45323 -3.54842 5.92806
H -1.29447 -1.65698 7.53740
H 0.34795 -2.19308 7.93929
H 1.29498 -0.87978 6.14389
H -0.06400 0.16452 6.61585
H -2.05421 -2.17464 4.88973
H -0.68364 -2.82240 3.96116
C 3.21305 5.47401 -3.78842
C 3.55915 4.19436 -4.50496
C 3.05258 3.14420 -3.54049
O 1.93186 3.71692 -2.85266
C 1.89552 5.12320 -3.13245
H 3.14272 6.34221 -4.44854
H 3.96770 5.68579 -3.02160
H 3.00269 4.13519 -5.44779
H 4.62374 4.08977 -4.72906
H 3.81137 2.89302 -2.79182
H 2.74356 2.22483 -4.04617
H 1.05413 5.30734 -3.80934
H 1.72642 5.67925 -2.20621
C 4.49956 1.86212 6.76376
C 3.80103 2.05470 8.08501
C 2.35175 2.16457 7.66411
O 2.20129 1.37091 6.47896
C 3.50560 1.01410 6.00075
H 5.48253 1.39233 6.85064
H 4.62466 2.83080 6.26541
H 3.94171 1.16617 8.71175
H 4.15017 2.92641 8.64424
H 2.08864 3.19697 7.41055
H 1.66301 1.80839 8.43562
H 3.65562 -0.05187 6.20380
H 3.55893 1.17447 4.92042
C 0.97235 -5.03091 -4.35873
C 0.91077 -3.84080 -5.28099
C 2.12588 -4.05549 -6.15681
O 2.32710 -5.47256 -6.24924
C 1.49256 -6.11583 -5.27612
H 0.01202 -5.28316 -3.90196
H 1.69521 -4.84158 -3.55625
H -0.00075 -3.88916 -5.88833
H 0.92436 -2.87982 -4.76057
H 3.02329 -3.61928 -5.70543
H 1.99987 -3.63540 -7.15886
H 0.67377 -6.60844 -5.81180
H 2.06806 -6.87699 -4.74215
*
```



Entry from OMol25: a molecular structure, C14H28INReS4SbSi3 (wB97M-V/def2-TZVPD).

strongest force on any atom: 1.1 eV/A
ΔE to the lowest compared entry with this formula, charge and spin: 18.0 kcal/mol

ORCA input file:
```
! RIJCOSX wB97M-V def2-TZVPD def2/J DEFGRID3
* xyz 2 1
Re -1.70110 -0.43837 -0.00886
C 0.94778 -3.42344 -0.35043
Si 1.04594 -1.81740 -1.31149
C 2.86060 -1.40894 -1.47931
C 0.29103 -1.91636 -3.01623
C 0.08847 -0.28474 -0.38499
Si 0.50428 -0.77221 2.37852
C 2.27013 -1.07191 2.00945
C -0.49887 -2.22055 2.93359
C 0.14379 0.95425 2.94511
Si 0.93185 1.34609 -0.90119
C 1.03119 1.45058 -2.75437
C 2.51478 1.82545 -0.05004
C -0.45837 2.49005 -0.38771
C -0.29033 3.86446 -0.36485
C -1.36962 4.70525 -0.13720
C -2.60791 4.11854 0.04102
C -2.71218 2.74089 0.01682
N -1.67288 1.90995 -0.17355
H 0.96287 -4.22947 -1.09101
H 0.06817 -3.58070 0.26984
H 1.83498 -3.56229 0.26456
H 3.26441 -2.24426 -2.06584
H 3.41450 -1.38748 -0.54310
H 3.08499 -0.50200 -2.03996
H 0.12829 -2.96313 -3.28475
H 0.99180 -1.49812 -3.74195
H -0.65644 -1.39293 -3.12652
H 2.45824 -1.97308 1.44277
H 2.73422 -1.21618 2.99745
H 2.75496 -0.21666 1.54864
H 0.06599 -3.14413 2.80000
H -1.44762 -2.31375 2.41348
H -0.71646 -2.10875 4.00197
H 1.01997 1.58499 2.79244
H -0.06891 0.93987 4.02017
H -0.69936 1.42073 2.44688
H 1.83147 0.85842 -3.19690
H 1.21426 2.49624 -3.01892
H 0.08607 1.15490 -3.21390
H 3.31661 1.10101 -0.18401
H 2.37903 2.01900 1.01433
H 2.86082 2.75998 -0.50311
H 0.69658 4.27727 -0.53801
H -1.24929 5.78035 -0.11550
H -3.50030 4.70813 0.19812
H -3.68914 2.30304 0.14225
S -4.51259 -3.48852 1.89139
Sb -4.63517 -2.71430 -0.14382
S -4.17389 -0.02185 0.06730
S -2.10077 -2.39607 -0.76536
S -5.71488 -2.67776 -2.02890
I -3.32198 0.17589 2.28569
*
```



Entry from OMol25: a molecular structure, C41H58N6NaO8SSi (wB97M-V/def2-TZVPD).

strongest force on any atom: 0.3 eV/A
ΔE to the lowest compared entry with this formula, charge and spin: 9.1 kcal/mol

ORCA input file:
```
! RIJCOSX wB97M-V def2-TZVPD def2/J DEFGRID3
* xyz -1 1
Na -0.55093 0.96288 0.36296
O -7.58611 1.28174 1.36704
C -7.05327 0.84943 0.32973
O -7.49598 0.12478 -0.57986
C -5.55473 1.22047 0.17581
C -4.84546 0.85599 -0.95672
C -3.48459 1.12961 -1.02138
N -2.83220 1.72236 -0.02342
C -3.50822 2.09399 1.06350
C -4.87432 1.87401 1.19366
C -2.67629 2.68409 2.16143
C -3.20248 2.92130 3.43192
C -2.37892 3.43725 4.41575
C -1.05131 3.70306 4.11551
C -0.61224 3.42707 2.83069
N -1.39436 2.93206 1.87893
C -2.64176 0.67488 -2.16770
C -3.17698 0.44575 -3.42939
C -2.34194 -0.02879 -4.43075
C -1.00870 -0.25982 -4.14551
C -0.55344 0.01346 -2.86232
N -1.34659 0.47240 -1.89949
H -5.37990 0.32483 -1.73283
H -5.45130 2.15811 2.06266
H -4.23697 2.69734 3.64656
H -2.77066 3.62773 5.40716
H -0.37173 4.11062 4.85184
H 0.42033 3.60409 2.54721
H -4.22204 0.64169 -3.62439
H -2.73673 -0.22378 -5.41994
H -0.32830 -0.65703 -4.88558
H 0.48564 -0.13385 -2.59370
N 0.51553 -4.27929 2.46491
C -0.02706 -3.36646 1.35035
C 0.55339 -1.99245 1.57829
C 0.04574 -1.32480 2.86715
N 0.19185 0.11561 2.74415
C -1.42358 -1.69307 3.17742
C -2.20078 -2.15627 1.94682
N -2.20797 -1.10095 0.93128
C -1.55461 -3.41972 1.38045
H 1.53508 -4.26777 2.44843
H 0.18894 -5.23443 2.32724
H 0.20186 -3.94829 3.37843
H 0.34264 -3.80554 0.41443
H 0.29465 -1.39931 0.70493
H 1.64548 -2.03397 1.57530
H 0.66034 -1.71111 3.70483
H 1.00704 0.38530 2.17751
H 0.20411 0.57481 3.64510
H -1.90563 -0.81923 3.62186
H -1.47966 -2.48862 3.93594
H -3.21835 -2.42276 2.25720
H -2.94706 -0.43588 1.13241
H -2.41064 -1.49128 0.01446
H -1.89758 -3.58686 0.36175
H -1.89765 -4.28838 1.95550
C 5.38035 3.51939 0.89227
C 3.87856 3.50582 1.16984
C 3.36671 4.92715 1.37742
C 3.58120 2.66012 2.40767
O 3.21018 3.00797 0.01862
Si 2.80086 1.44090 -0.35601
O 1.68574 0.77507 0.52522
O 2.31521 1.51199 -1.93742
C 2.85694 2.21822 -3.05048
C 2.33595 1.49712 -4.28865
C 4.38489 2.20012 -3.05206
C 2.33550 3.65255 -3.02277
O 4.27677 0.65691 -0.28564
C 4.47008 -0.74994 -0.18933
C 5.87446 -1.02294 -0.71600
C 4.37786 -1.14553 1.28480
C 3.44278 -1.51647 -1.02090
H 5.93280 3.91613 1.74783
H 5.59046 4.14496 0.02235
H 5.72240 2.50599 0.68118
H 3.85915 5.40234 2.22879
H 2.28971 4.91513 1.55238
H 3.55676 5.52316 0.48345
H 4.04107 3.11176 3.29012
H 3.97502 1.65033 2.28630
H 2.50414 2.58350 2.56379
H 2.65195 0.45213 -4.27449
H 2.71714 1.96725 -5.19748
H 1.24452 1.52804 -4.31138
H 4.75251 1.17291 -3.05718
H 4.78058 2.69816 -2.16788
H 4.75994 2.71206 -3.94145
H 1.24406 3.64545 -3.01035
H 2.67256 4.20247 -3.90507
H 2.68940 4.16011 -2.12637
H 6.60368 -0.43818 -0.15227
H 5.94120 -0.73546 -1.76639
H 6.12594 -2.08243 -0.62757
H 5.17829 -0.66360 1.85128
H 4.47087 -2.22915 1.40849
H 3.42117 -0.80572 1.68301
H 3.50111 -1.20958 -2.06691
H 2.42789 -1.32081 -0.67032
H 3.62927 -2.59207 -0.97001
O -6.78441 -3.86201 -1.20451
C -5.89544 -4.86638 -1.37534
O -6.28833 -6.00409 -1.29979
C -4.47520 -4.50742 -1.61630
C -4.01942 -3.22046 -1.91244
C -2.67449 -2.97134 -2.11243
C -1.70009 -3.98605 -2.00139
S -0.00490 -3.62578 -2.05177
C -2.18663 -5.28635 -1.75099
C -3.53008 -5.53531 -1.56400
H -6.35103 -2.99974 -1.18162
H -4.70478 -2.38286 -2.00912
H -2.34327 -1.96733 -2.34182
H -1.46948 -6.09650 -1.69170
H -3.88361 -6.53872 -1.36269
*
```